{
  "formula": "C4H7I3O2",
  "method": "the ωB97M-V functional and the def2-TZVPD basis",
  "symbols": ["C", "C", "C", "C", "O", "O", "I", "I", "I", "H", "H", "H", "H", "H", "H", "H"],
  "positions_angstrom": [[0.086406, -1.487221, -0.752184], [-1.065712, -1.226957, 0.258477], [-0.428159, 0.177080, 2.116592], [1.114141, 1.407394, -1.644496], [-0.129433, 1.273392, 2.607583], [-0.756710, 0.032512, 0.820515], [-0.947061, 1.662836, -2.234221], [2.480194, 1.563093, -3.157939], [1.432955, 3.006332, 0.051215], [0.267215, -0.566076, -1.221096], [0.976665, -1.845352, -0.191443], [-0.225690, -2.321323, -1.490361], [-1.196744, -1.853439, 1.120182], [-2.114905, -1.227816, -0.335811], [-0.502449, -0.668081, 2.769865], [1.009285, 2.073625, 1.283123]],
  "atomic_forces_ev_per_a": [[-1.32, -3.53, 1.05], [-1.29, -0.32, -2.07], [-0.27, 2.70, -0.24], [-1.01, -1.02, 1.25], [-0.26, -2.13, -1.38], [0.20, 1.81, 1.46], [-0.01, 0.44, -0.48], [0.66, 0.55, -0.87], [0.54, 1.01, -0.43], [0.49, 0.83, -0.75], [-0.37, 0.36, -0.48], [0.57, 1.44, 1.06], [0.14, -1.19, 0.00], [2.34, 0.56, 1.54], [-0.08, -1.12, 0.12], [-0.34, -0.37, 0.23]],
  "lowdin_charge": [-0.09, -0.24, -0.28, -1.70, -0.01, -0.11, 0.59, 0.64, 0.93, -0.08, 0.09, 0.11, 0.09, 0.16, 0.14, -0.23],
  "de_lowest_kcal_mol": 0.0,
  "lumo_energy_ev": [-0.696, -0.698],
  "homo_ev": [-7.500, -7.501]
}

---

{
  "formula": "C4H7IN",
  "method": "the ωB97M-V functional and the def2-TZVPD basis",
  "symbols": ["I", "C", "C", "C", "C", "N", "H", "H", "H", "H", "H", "H", "H"],
  "positions_angstrom": [[16.935382, -9.705741, -21.057327], [12.186149, -13.481089, -22.639571], [13.202067, -12.397285, -22.988384], [14.412063, -12.381059, -22.061984], [15.098926, -13.674109, -22.037277], [15.641332, -14.687689, -22.034477], [11.314890, -13.429524, -23.292293], [11.845576, -13.369500, -21.605517], [12.631782, -14.472859, -22.727730], [12.731594, -11.414781, -22.918510], [13.549065, -12.509999, -24.018490], [14.129185, -12.139929, -21.034071], [15.127571, -11.601743, -22.343096]],
  "atomic_forces_ev_per_a": [[-0.04, 0.04, -0.02], [0.11, 0.07, 0.08], [-0.17, 0.03, 0.00], [0.11, -0.04, 0.14], [0.22, 0.07, -0.03], [-0.14, -0.01, -0.02], [-0.03, -0.03, -0.02], [-0.01, 0.02, -0.07], [-0.02, -0.02, -0.04], [0.01, 0.02, -0.05], [-0.06, -0.04, 0.00], [-0.03, -0.01, -0.04], [0.06, -0.09, 0.07]],
  "lowdin_charge": [-0.76, -0.12, -0.27, -0.24, -0.25, 0.12, 0.06, 0.07, 0.06, 0.11, 0.11, 0.11, -0.01],
  "de_lowest_kcal_mol": 0.0,
  "lumo_energy_ev": 3.332,
  "charge": -1,
  "homo_ev": -3.615
}

---

{
  "formula": "C4H7IN",
  "method": "the ωB97M-V functional and the def2-TZVPD basis",
  "symbols": ["C", "C", "C", "C", "N", "I", "H", "H", "H", "H", "H", "H", "H"],
  "positions_angstrom": [[-0.087714, 0.696615, 0.510178], [-1.514882, 0.653419, -0.349306], [-0.213113, 0.653137, -0.886002], [0.771249, 0.712994, 1.647978], [0.237080, -1.480990, -1.122674], [-3.439825, 0.948150, -0.572180], [0.277709, 0.981646, -1.704019], [1.637985, 1.426521, 1.499979], [1.224599, -0.200885, 1.658309], [0.386751, 0.986336, 2.559079], [-0.666169, -1.931378, -1.438919], [0.339088, -1.723115, -0.108600], [1.047241, -1.722450, -1.693822]],
  "atomic_forces_ev_per_a": [[-2.52, 0.85, -2.30], [1.72, -0.56, 1.12], [-1.26, -1.76, 3.10], [1.63, 2.68, -1.69], [-1.74, -0.45, 0.99], [-0.17, 0.28, -0.03], [1.53, 1.08, -2.68], [-0.76, -0.49, -0.16], [1.44, -2.80, 0.68], [-1.41, 0.26, 2.06], [1.53, 0.73, 0.12], [0.25, 0.19, -1.39], [-0.24, 0.00, 0.19]],
  "mulliken_spin": [0.59, 0.66, 0.09, 0.01, 0.34, 0.26, 0.00, 0.05, 0.03, 0.00, -0.01, -0.02, -0.01],
  "de_lowest_kcal_mol": 63.2,
  "lumo_energy_ev": [-3.236, -7.705],
  "charge": 1,
  "homo_ev": [-10.905, -13.467],
  "spin_multiplicity": 3
}

---

{
  "formula": "C4H7INO",
  "method": "the ωB97M-V functional and the def2-TZVPD basis",
  "symbols": ["O", "C", "N", "C", "C", "C", "I", "H", "H", "H", "H", "H", "H", "H"],
  "positions_angstrom": [[-0.964247, 1.661168, -0.520710], [-0.092362, 0.935196, 0.332207], [-0.895751, -0.224674, 0.832059], [-0.488727, -1.486537, 0.111687], [0.490340, -1.275285, -0.752942], [1.097121, 0.079831, -0.715086], [3.083322, -0.100370, 0.188329], [-0.955769, 2.657292, -0.334007], [0.458937, 1.676412, 1.039227], [-1.912727, 0.229911, 0.532553], [-0.742398, -0.337355, 1.840443], [-1.143548, -2.329037, 0.301238], [0.916538, -2.112278, -1.275447], [1.149267, 0.625725, -1.579546]],
  "atomic_forces_ev_per_a": [[0.32, 1.12, 1.03], [3.45, 0.86, -2.80], [-1.78, 1.83, -0.59], [-0.86, 0.98, -0.28], [-0.01, 0.00, 0.81], [-1.74, -0.12, 4.50], [-0.85, 0.27, -0.34], [0.11, -2.11, -0.28], [-1.17, -2.02, -0.57], [2.46, -1.99, 1.27], [-0.66, 0.04, -0.10], [0.38, -0.01, -0.01], [0.08, -0.02, -0.46], [0.27, 1.18, -2.19]],
  "lowdin_charge": [-0.03, -0.28, 0.08, -0.02, -0.15, -0.56, 0.86, 0.17, 0.18, 0.27, 0.18, 0.14, 0.12, 0.04],
  "smiles": "O[C@H]1[NH2+]C=C[C@@H]1I",
  "de_lowest_kcal_mol": 27.3,
  "lumo_energy_ev": -3.938,
  "charge": 1,
  "homo_ev": -13.390
}

---

{
  "formula": "C4H7INOP",
  "method": "the ωB97M-V functional and the def2-TZVPD basis",
  "symbols": ["C", "P", "I", "O", "C", "C", "C", "N", "H", "H", "H", "H", "H", "H", "H"],
  "positions_angstrom": [[-0.615969, 2.039547, 0.287803], [-1.458374, 0.845369, -1.272689], [-3.374014, 0.106188, 0.143037], [-0.390687, -0.364551, -1.234405], [-0.256641, -1.181585, -0.059141], [1.295978, -1.590283, -0.028541], [2.039614, -0.335811, -0.142493], [2.441285, 0.717739, 0.055420], [-0.291037, 1.600126, 1.221193], [-1.276188, 2.880140, 0.397055], [0.212362, 2.260552, -0.232451], [-0.369391, -0.540591, 0.839081], [-1.031929, -1.947108, -0.046942], [1.482382, -2.478217, -0.768627], [1.592614, -2.011521, 0.841702]],
  "atomic_forces_ev_per_a": [[-3.23, -2.19, -0.99], [0.74, 1.83, 2.65], [-0.07, -0.12, -0.26], [-0.52, -0.97, 0.29], [2.09, 1.03, 0.64], [-2.22, -0.89, -4.00], [-0.34, -0.62, 0.13], [0.44, 0.35, -0.30], [-0.53, -0.42, 0.14], [-0.23, 0.29, 0.17], [3.15, 1.35, -1.75], [-0.28, -0.34, -0.47], [0.51, -0.31, -0.12], [0.00, 2.23, 0.69], [0.49, -1.21, 3.17]],
  "lowdin_charge": [-0.25, 0.58, 0.33, -0.55, -0.29, -0.12, -0.22, 0.17, 0.02, 0.01, -0.07, 0.08, 0.09, 0.16, 0.07],
  "smiles": "CP(I)OCCC#N",
  "de_lowest_kcal_mol": 1.4,
  "lumo_energy_ev": 0.137,
  "homo_ev": -8.999
}

---

{
  "formula": "C4H7IO",
  "method": "the ωB97M-V functional and the def2-TZVPD basis",
  "symbols": ["C", "C", "C", "C", "I", "O", "H", "H", "H", "H", "H", "H", "H"],
  "positions_angstrom": [[1.025042, 0.807083, 1.010893], [0.082447, 0.733494, -0.124411], [-1.234172, -0.148696, -0.071226], [-0.379128, -1.005383, -1.182274], [0.142599, -2.989199, -0.286167], [0.691397, -0.193588, -1.100838], [1.051922, -0.195089, 1.609723], [0.619853, 1.516215, 1.712953], [2.123584, 1.114783, 0.640008], [-0.160645, 1.643591, -0.505585], [-1.222941, -0.500433, 0.928351], [-2.064161, 0.469824, -0.473138], [-0.675797, -1.252604, -2.158290]],
  "atomic_forces_ev_per_a": [[1.83, -1.11, 1.17], [0.54, -3.69, -0.02], [2.43, 1.12, -2.52], [-1.20, -0.11, 3.58], [-0.16, 0.02, -0.24], [0.51, 1.73, -0.54], [0.26, 1.60, -1.33], [0.26, 0.64, 0.43], [-2.59, -0.70, 0.94], [-0.09, 2.74, -1.56], [-1.12, -1.03, 0.57], [0.14, -0.99, 0.62], [-0.82, -0.24, -1.12]],
  "lowdin_charge": [-0.06, -0.36, -0.07, -0.65, 0.66, -0.16, 0.11, 0.07, 0.14, 0.10, 0.07, 0.11, 0.05],
  "smiles": "C[C@@H]1C[C@H](I)O1",
  "de_lowest_kcal_mol": 37.6,
  "lumo_energy_ev": 0.611,
  "homo_ev": -9.125
}

---

{
  "formula": "C4H7LiLuO2",
  "method": "the ωB97M-V functional and the def2-TZVPD basis",
  "symbols": ["O", "C", "C", "Li", "Lu", "H", "H", "H", "C", "C", "O", "H", "H", "H", "H"],
  "positions_angstrom": [[1.422657, -0.508857, 0.120427], [1.237980, -0.653539, -1.208233], [2.270285, -0.694820, -2.067668], [2.736251, -2.047676, 0.298095], [0.297125, 0.417776, 1.765061], [0.203589, -0.726604, -1.562077], [3.306939, -0.577805, -1.735428], [2.088462, -0.865536, -3.126925], [0.042036, 3.303504, 2.860421], [-0.941099, 2.364586, 2.673298], [0.148414, 4.315468, 2.038626], [0.747995, 3.331042, 3.698706], [-1.276171, 1.819454, 3.561643], [-1.676788, 2.492637, 1.871796], [0.862948, 4.916063, 2.289014]],
  "atomic_forces_ev_per_a": [[-1.50, 1.46, 4.88], [0.53, -0.23, -3.18], [-0.60, -0.22, 0.75], [0.17, -0.18, -0.66], [0.96, -1.08, -1.91], [0.28, -0.05, 0.22], [-0.21, 0.09, -0.17], [0.07, 0.08, 0.22], [0.50, 2.55, -0.31], [0.20, -1.75, -0.71], [-0.24, -1.39, 0.41], [-0.34, -0.31, 0.12], [-0.01, 0.11, 0.12], [-0.08, 0.43, 0.23], [0.27, 0.50, -0.01]],
  "lowdin_charge": [-0.52, -0.37, 0.09, 0.87, 2.26, 0.13, 0.09, 0.11, -0.21, -0.16, 0.18, 0.17, 0.09, 0.11, 0.17],
  "lumo_energy_ev": -14.920,
  "charge": 3,
  "homo_ev": -20.214
}

---

{
  "formula": "C4H7LiO2Pt",
  "method": "the ωB97M-V functional and the def2-TZVPD basis",
  "symbols": ["H", "C", "C", "C", "C", "O", "O", "Li", "Pt", "H", "H", "H", "H", "H", "H"],
  "positions_angstrom": [[-1.212301, 0.346084, -3.165690], [0.753045, -0.377177, -0.378100], [0.857151, 0.844604, 0.518167], [0.112139, 0.294080, 1.672836], [-0.988559, -0.649284, 1.331481], [-0.876771, -0.854611, -0.051762], [0.627681, -0.198547, -1.687180], [0.655676, 0.726309, -3.269050], [-1.234948, -0.370266, -1.722342], [1.463399, -1.182564, -0.126292], [1.897696, 1.104166, 0.755509], [0.367482, 1.708393, 0.036477], [0.406546, 0.465923, 2.707381], [-1.979712, -0.221357, 1.565119], [-0.848524, -1.635753, 1.813447]],
  "atomic_forces_ev_per_a": [[-0.56, 0.38, -0.41], [2.04, 0.59, -0.15], [-0.58, -0.89, -0.08], [0.08, 0.45, 1.55], [-0.30, 0.29, 1.31], [4.09, -1.59, 5.55], [5.78, 0.10, 0.83], [-0.04, -0.09, 0.01], [-9.25, 1.24, -8.53], [-0.74, -0.09, 0.28], [-0.28, -0.23, -0.09], [0.08, -0.17, 0.08], [-0.21, -0.03, -0.32], [0.19, -0.38, -0.05], [-0.30, 0.42, 0.02]],
  "mulliken_spin": [0.08, -0.01, 0.01, 0.80, -0.02, 0.19, 0.11, 0.01, 1.64, 0.00, 0.01, 0.06, 0.02, 0.06, 0.05],
  "de_lowest_kcal_mol": 12.6,
  "lumo_energy_ev": [-3.800, -5.965],
  "charge": 1,
  "homo_ev": [-11.784, -13.700],
  "spin_multiplicity": 4
}

---

{
  "formula": "C4H7LiO3",
  "method": "the ωB97M-V functional and the def2-TZVPD basis",
  "symbols": ["H", "O", "C", "O", "O", "C", "H", "H", "H", "C", "H", "C", "H", "H", "Li"],
  "positions_angstrom": [[-2.925317, 0.876501, 0.819525], [0.257940, 0.921849, 0.320715], [0.235926, -0.355854, 0.052393], [-0.482797, -1.196185, 0.580688], [1.140990, -0.651766, -0.865721], [1.522260, -2.024914, -0.994238], [1.769166, -2.445353, -0.011516], [0.710668, -2.601509, -1.454952], [2.404976, -2.025954, -1.639381], [-0.705430, 1.508087, 1.273152], [-0.737361, 0.857305, 2.165033], [-2.002431, 1.748921, 0.623331], [-1.973410, 1.687923, -0.472486], [-2.464861, 2.682944, 0.977665], [-2.007172, -0.803285, 1.511583]],
  "atomic_forces_ev_per_a": [[0.98, 1.09, -0.21], [0.06, -0.90, -0.44], [0.44, 1.46, 0.06], [-0.61, -0.87, 0.25], [0.34, -0.08, -0.02], [-0.18, -0.20, -0.04], [-0.07, 0.08, -0.27], [0.23, 0.08, 0.14], [-0.24, 0.00, 0.15], [0.21, -0.12, 0.45], [0.17, 0.17, -0.04], [-1.72, -1.58, 0.34], [0.21, 0.49, 0.24], [-0.17, -0.49, -0.33], [0.34, 0.87, -0.28]],
  "lowdin_charge": [0.04, -0.01, -0.63, -0.04, 0.01, -0.03, 0.10, 0.10, 0.10, -0.30, 0.03, -0.22, 0.07, 0.05, 0.74],
  "de_lowest_kcal_mol": 49.5,
  "lumo_energy_ev": -0.604,
  "homo_ev": -5.860
}

---

{
  "formula": "C4H7N",
  "method": "the ωB97M-V functional and the def2-TZVPD basis",
  "symbols": ["C", "C", "C", "C", "H", "H", "H", "H", "H", "H", "H", "N"],
  "positions_angstrom": [[-0.546300, 1.590024, -0.385572], [0.315751, 0.468662, -0.043654], [-0.185830, -0.782175, 0.794263], [-0.623105, -1.752266, 1.354275], [-1.259928, 1.073776, -1.152972], [0.339473, 2.163211, -1.055731], [-1.225638, 2.075921, 0.349699], [1.223763, 1.092326, 0.743666], [1.167787, 0.700378, -1.744274], [1.562554, -0.672582, -0.993936], [-1.000411, -2.501453, 2.250520], [0.775615, -0.153863, -1.244692]],
  "atomic_forces_ev_per_a": [[-0.98, 0.08, -3.80], [2.24, -2.01, 5.56], [0.04, 2.56, -1.01], [-1.09, -2.11, 3.53], [0.90, 1.43, 0.89], [-3.21, -0.17, 1.89], [1.37, 0.06, -0.36], [-2.05, -2.29, -2.11], [-0.38, -1.75, -0.07], [1.54, -1.41, 0.17], [1.25, 2.27, -3.31], [0.38, 3.35, -1.39]],
  "lowdin_charge": [-0.12, -0.59, -0.11, 0.03, 0.11, 0.14, 0.09, 0.19, 0.10, 0.05, 0.10, 0.01],
  "de_lowest_kcal_mol": 102.3,
  "lumo_energy_ev": 0.912,
  "homo_ev": -9.710
}